Record 1
This record from OMol25 describes C25H28F5O2Pb as an isolated structure at a distorted geometry. The level of theory is wB97M-V/def2-TZVPD.

Structure (ORCA input):
```
! wB97M-V def2-TZVPD RIJCOSX def2/J DEFGRID3
* xyz 1 1
O -0.79015 -0.62688 -2.36829
C -1.74890 0.10384 -3.43276
C -0.92674 -0.42068 -4.60519
H -1.78203 1.19890 -3.36077
H -2.77558 -0.30468 -3.41276
C -0.39678 -1.43532 -3.55387
H -0.21442 0.32967 -4.95321
H -1.44695 -0.80661 -5.47841
C 1.06393 -1.86263 -3.74988
H 1.83276 -1.23854 -3.29125
H 1.31228 -1.86953 -4.81452
H 1.17941 -2.89934 -3.41277
C -1.33908 -2.63000 -3.66891
H -2.37485 -2.27423 -3.65164
H -1.13195 -3.34157 -2.87614
H -1.18351 -3.13421 -4.62799
Pb -0.93042 -0.76530 0.39106
C -3.28724 -1.17317 3.17814
C -3.36930 0.25286 3.16147
C -3.60722 0.67956 1.84163
H -3.27209 0.90064 4.03211
C -3.65756 -0.47975 1.02873
C -3.46520 -1.63978 1.85281
H -3.47942 -2.67480 1.52795
H -3.09230 -1.79451 4.05361
H -3.72079 1.71384 1.50395
H -3.91862 -0.49585 -0.02814
C 1.05986 -2.79668 3.68635
C 0.13479 -3.34349 2.76899
C 0.65783 -3.18732 1.45281
H -0.82016 -3.81344 3.02751
C 1.94679 -2.57656 1.57923
C 2.20648 -2.36579 2.96001
H 3.10418 -1.94524 3.38831
H 0.93853 -2.72265 4.76982
H 0.22011 -3.58460 0.53263
H 2.62571 -2.33209 0.76376
O 2.43401 2.41008 -2.93476
C 1.66393 1.70630 -1.87739
C 0.61720 2.73881 -1.29551
H 2.37852 1.49459 -1.06358
H 1.16568 0.76829 -2.18500
C 1.30359 4.11013 -1.56666
H 0.39747 2.64239 -0.23766
H -0.33744 2.59902 -1.83684
C 2.61972 3.71907 -2.28860
H 1.54798 4.62754 -0.62993
H 0.71288 4.70728 -2.25359
H 3.35433 3.63729 -1.46326
H 2.96879 4.45386 -3.00675
F -0.72932 -0.56544 3.82378
C 0.13463 0.41240 3.39785
C 0.42410 0.56574 2.04458
C 1.39873 1.54528 1.84981
F 2.06351 1.63835 0.65966
C 1.99083 2.36310 2.80612
F 3.01957 3.16708 2.43190
C 1.66927 2.11309 4.13749
F 2.44259 2.63133 5.10689
C 0.72816 1.12423 4.44325
F 0.47983 0.74612 5.72378
*
```

Molar mass, g mol⁻¹: 662.687
Total energy, Eh: -1811.5295
HOMO (alpha / beta), eV: -11.548 / -11.659
Lowest unoccupied orbital energy (alpha / beta), eV: -5.31 / -5.95
Kohn-Sham gap (alpha / beta), eV: 6.2328 / 5.7081

Record 2
This record from OMol25 describes a 2-piece molecular cluster, C5H11NO2 overall at a distorted geometry. The level of theory is wB97M-V/def2-TZVPD.

Structure (ORCA input):
```
! wB97M-V def2-TZVPD RIJCOSX def2/J DEFGRID3
* xyz 0 1
H -1.43032 -0.69054 2.43385
N -0.99542 -0.82502 1.51686
C -1.28457 0.05237 0.66251
C -2.27351 1.16836 0.73455
C -0.61685 -0.39606 -0.98730
O -1.24207 0.02222 -1.93370
O -0.34600 -1.68912 -0.85240
H -1.84909 2.00476 1.29412
H -2.50578 1.54820 -0.26144
H -3.23462 0.85457 1.14950
H -0.29526 -2.30594 -0.08969
C 1.47505 0.41414 -0.85418
C 2.55453 -0.37054 -0.13129
H 1.45340 0.16501 -1.91377
H 1.63289 1.49296 -0.80725
H 0.42051 0.29148 -0.10069
H 2.63723 -0.08144 0.91770
H 2.36134 -1.44080 -0.19800
H 3.53853 -0.21462 -0.57939
*
```

Molar mass, g mol⁻¹: 117.148
Total energy, Eh: -402.2156
HOMO, eV: -8.792
Structure (SMILES): [H]/N=C(\C)C(=O)O.CC
Lowest unoccupied orbital energy, eV: 0.89
Kohn-Sham gap, eV: 9.6780

Record 3
This record from OMol25 describes an isolated ion of composition C9H10N3O2 and charge -1 at a distorted geometry. The level of theory is wB97M-V/def2-TZVPD.

Structure (ORCA input):
```
! wB97M-V def2-TZVPD RIJCOSX def2/J DEFGRID3
* xyz -1 3
C 1.90084 1.82911 2.29957
C 0.77740 1.81089 1.50157
C -0.46822 -2.39976 0.45608
C 0.29469 -1.51072 -0.22944
C -1.12198 0.55927 -0.51351
C -0.06889 -0.06598 -0.06618
C -1.39615 2.13367 -0.64906
C 1.42371 -1.81407 -1.21481
C -2.23964 -0.11672 -1.21141
N 2.69870 0.79190 1.93503
N 2.07896 0.09183 1.04471
N 0.86880 0.62638 0.76994
O -0.62951 2.60129 -1.51410
O -2.22534 2.64598 0.09696
H 2.13694 2.70934 2.83334
H -0.14959 2.35197 1.50081
H -0.18887 -3.39165 0.26940
H -1.07662 -2.27021 1.24021
H 1.75003 -0.89467 -1.60409
H 2.27560 -2.40968 -0.86412
H 1.01982 -2.44257 -1.97156
H -2.95673 -0.60795 -0.48608
H -2.80958 0.66645 -1.68970
H -1.89437 -0.89411 -1.93355
*
```

Molar mass, g mol⁻¹: 192.198
<S²>: 2.015
Total energy, Eh: -663.5293
HOMO (alpha / beta), eV: -1.036 / -4.779
Lowest unoccupied orbital energy (alpha / beta), eV: 3.44 / 1.19
Kohn-Sham gap (alpha / beta), eV: 4.4720 / 5.9659

Record 4
This record from OMol25 describes one molecule with the formula C2H2N2O2 at a distorted geometry. The level of theory is wB97M-V/def2-TZVPD.

Structure (ORCA input):
```
! wB97M-V def2-TZVPD RIJCOSX def2/J DEFGRID3
* xyz 0 1
N -2.25388 0.49649 1.42629
C -1.44666 0.11363 0.73624
C -0.54575 -0.39303 -0.37021
O -0.87550 -0.87591 -1.46246
N 0.56050 0.23911 -0.02059
O 1.74930 0.35343 -0.89659
H 0.49771 0.67231 1.01209
H 2.31427 -0.60603 -0.42477
*
```

Molar mass, g mol⁻¹: 86.050
Total energy, Eh: -337.2604
HOMO, eV: -11.170
Structure (SMILES): N#CC(=O)NO
Lowest unoccupied orbital energy, eV: -0.34
Kohn-Sham gap, eV: 10.8272

Record 5
This record from OMol25 describes an isolated ion of composition C3H4ClF2O4S and charge -1 at a distorted geometry. The level of theory is wB97M-V/def2-TZVPD.

Structure (ORCA input):
```
! wB97M-V def2-TZVPD RIJCOSX def2/J DEFGRID3
* xyz -1 1
O 1.19458 0.22952 2.37353
S 0.29742 -0.93312 2.42985
O -0.19034 -1.28686 3.72669
O 0.66818 -2.01135 1.51989
C -1.36383 -0.21502 1.71985
F -2.27840 -1.27798 1.67015
F -1.94600 0.58722 2.61203
C -1.22153 0.53097 0.31983
Cl -2.59141 0.42793 -0.85083
C 0.05914 0.06545 -0.35790
O 0.14750 -1.29535 -0.88899
H -0.98575 1.62455 0.61267
H 0.24786 0.57859 -1.32596
H 0.83858 0.24482 0.40503
H -0.08179 -1.71408 -0.08225
*
```

Molar mass, g mol⁻¹: 209.577
Total energy, Eh: -1475.8519
HOMO, eV: -6.092
Structure (SMILES): O=S(=O)([O-])C(F)(F)[C@H](Cl)CO
Lowest unoccupied orbital energy, eV: 3.27
Kohn-Sham gap, eV: 9.3614

Record 6
This record from OMol25 describes C17H30N3O16PV2 as an isolated structure at a distorted geometry. The level of theory is wB97M-V/def2-TZVPD.

Structure (ORCA input):
```
! wB97M-V def2-TZVPD RIJCOSX def2/J DEFGRID3
* xyz -2 1
O 2.62121 0.08429 3.46625
V 3.12276 0.93638 2.23515
O 4.23882 0.08802 1.47723
O 1.55096 2.64085 -1.61904
V 1.85266 3.12227 -0.12992
O 0.56987 3.71957 0.65445
P 4.03122 3.48248 2.54142
O 4.46688 2.24130 3.30519
O 3.23797 2.91966 1.29461
O 5.15455 4.32789 2.00064
O 3.02666 4.44785 3.17420
C 0.05609 -0.04166 -0.99348
C 0.79777 -0.17751 0.35303
O 1.50569 0.90863 0.77138
H -0.48290 -0.96088 -1.24175
H 0.69737 0.22131 -1.83454
H -0.67621 0.75655 -0.83855
H 1.38995 -1.10498 0.31513
H -0.01359 -0.43379 1.05978
C -3.95203 -2.93118 -1.04693
O -3.70433 -3.51530 -2.08511
N -3.88887 -1.62019 -0.80847
C -3.96009 -1.09252 0.53794
C -3.46056 -0.66390 -1.80878
H -4.36013 -3.44045 -0.15322
H -4.09653 -0.01870 0.39600
H -3.07718 -1.23665 1.16318
H -4.80203 -1.36615 1.17997
H -3.05910 -1.16029 -2.69184
H -4.24842 -0.02789 -2.21999
H -2.65736 -0.07470 -1.37198
C 1.08803 -3.89839 1.87218
O 2.09183 -4.39427 2.32174
N -0.12974 -4.03358 2.45747
C -1.38387 -3.37612 2.00963
C -0.33023 -4.80404 3.65051
H 0.97303 -3.36544 0.91706
H -1.16616 -2.52733 1.36896
H -1.98150 -3.07992 2.87021
H -1.89648 -4.24252 1.57813
H -0.51613 -4.18397 4.53782
H -1.12864 -5.54197 3.55438
H 0.58830 -5.29073 3.98614
C 3.97826 -0.28358 -2.01354
O 3.52369 0.17835 -3.04778
N 3.66305 -1.52648 -1.57866
C 4.42873 -2.16974 -0.53243
C 2.54751 -2.25280 -2.12413
H 4.68291 0.29696 -1.40700
H 5.32647 -1.68916 -0.16323
H 4.75344 -3.13180 -0.95812
H 3.71682 -2.37934 0.26995
H 2.03839 -2.75984 -1.30138
H 1.88091 -1.57939 -2.65183
H 2.88665 -3.02647 -2.82288
C -2.53680 2.83671 -1.53387
C -2.07285 3.50608 -2.60002
C -1.71219 4.96756 -2.58728
O -1.14670 5.57862 -3.46249
C -2.10273 5.63726 -1.32799
C -2.44983 4.93909 -0.24301
C -2.67841 3.44975 -0.22815
O -2.97998 2.87207 0.79157
O -2.72099 5.56051 0.90963
O -1.99195 2.86458 -3.78574
H -2.77951 1.81246 -1.78175
H -1.98345 6.70828 -1.24625
H -2.93035 4.89405 1.58611
H -1.43062 3.40426 -4.36592
*
```

Molar mass, g mol⁻¹: 665.294
Total energy, Eh: -4263.4559
HOMO, eV: -0.853
Lowest unoccupied orbital energy, eV: 2.30
Kohn-Sham gap, eV: 3.1481

Record 7
This record from OMol25 describes C27H51N7O6PS2 as an isolated structure at a distorted geometry. The level of theory is wB97M-V/def2-TZVPD.

Structure (ORCA input):
```
! wB97M-V def2-TZVPD RIJCOSX def2/J DEFGRID3
* xyz -1 1
C 4.49718 1.51710 0.82542
P 4.41458 0.17785 -0.44754
O 4.28729 0.92708 -1.92140
S 2.55814 -0.89103 -0.10556
O 2.44578 -0.92006 1.34355
O 2.80641 -2.16996 -0.72596
N 1.34866 -0.11507 -0.88586
S -0.12248 -0.62377 -0.43955
O -0.15651 -1.82685 0.36896
O -1.00183 -0.74817 -1.58379
C -0.82063 0.74224 0.54687
C -1.89509 1.53911 -0.17626
O -1.46486 2.06735 -1.41094
H 5.54720 1.75592 0.93684
H 3.94874 2.38612 0.46873
H 4.13416 1.17571 1.78650
H 5.10645 0.70072 -2.37384
H -1.16944 0.35268 1.49515
H -0.00607 1.41952 0.77885
H -2.77031 0.91522 -0.29765
H -2.13769 2.38142 0.45005
H -1.36408 3.01316 -1.32107
C 2.45208 -5.67644 -0.45932
C 3.28981 -6.86048 -0.93221
C 4.14713 -7.48413 0.17576
C 5.10803 -6.51810 0.72427
N 5.86116 -5.77896 1.14975
H 3.07380 -4.85198 -0.11004
H 1.84005 -5.29314 -1.27505
H 1.78567 -5.97069 0.35567
H 3.93332 -6.53758 -1.75292
H 2.62531 -7.63286 -1.33039
H 4.70750 -8.33463 -0.21441
H 3.51389 -7.84149 0.98915
C -4.40585 0.71759 4.19484
C -5.58934 0.44444 3.27321
C -5.21557 0.49623 1.78920
C -4.70620 1.82625 1.43590
N -4.31123 2.85741 1.16191
H -4.00473 1.71955 4.04250
H -4.71319 0.64453 5.23876
H -3.60142 -0.00091 4.02925
H -6.37817 1.17358 3.47538
H -5.99968 -0.54141 3.49908
H -6.08566 0.28310 1.16847
H -4.44811 -0.24490 1.55855
C 6.61754 4.31058 -5.95327
C 5.17998 3.91040 -5.63843
C 5.05081 3.11926 -4.33442
C 5.81934 1.87275 -4.40486
N 6.40731 0.89838 -4.45108
H 7.25328 3.43546 -6.09679
H 6.65893 4.89781 -6.87190
H 7.04123 4.91319 -5.14741
H 4.78388 3.31906 -6.46708
H 4.56519 4.80923 -5.56209
H 4.00993 2.86748 -4.14120
H 5.41110 3.70692 -3.49246
C 0.40123 4.02503 -4.57656
C 0.04024 4.06790 -3.09744
C 0.73170 5.21018 -2.34391
C 2.18716 5.05737 -2.41827
N 3.31090 4.89438 -2.47733
H 1.46765 3.84497 -4.72086
H -0.13529 3.21762 -5.07338
H 0.14077 4.96320 -5.07359
H 0.30481 3.11276 -2.63896
H -1.04188 4.18665 -2.99674
H 0.43551 5.20917 -1.29477
H 0.45844 6.17639 -2.77096
C -1.81128 -6.45707 0.21430
C -0.89481 -7.65704 0.00350
C -1.60420 -8.84597 -0.65442
C -2.71751 -9.32207 0.17779
N -3.57559 -9.69076 0.82841
H -2.63270 -6.69730 0.89174
H -1.25820 -5.62684 0.65258
H -2.23470 -6.11539 -0.73173
H -0.48030 -7.96283 0.96667
H -0.05592 -7.35605 -0.62657
H -0.90687 -9.67155 -0.79908
H -1.99742 -8.56158 -1.63110
C -5.30335 4.40917 4.72544
C -6.39863 4.45980 5.78483
C -5.88861 4.92151 7.15368
C -4.86280 4.00304 7.66427
N -4.07419 3.28398 8.05900
H -4.52616 3.69133 4.98639
H -5.71770 4.10458 3.76422
H -4.83563 5.38710 4.59686
H -6.85257 3.47099 5.87993
H -7.18452 5.14225 5.45500
H -6.70755 4.95652 7.87225
H -5.45833 5.92121 7.08392
*
```

Molar mass, g mol⁻¹: 664.856
Total energy, Eh: -3031.8503
HOMO, eV: -5.326
Lowest unoccupied orbital energy, eV: 1.90
Kohn-Sham gap, eV: 7.2270

Record 8
This record from OMol25 describes a 2-piece molecular cluster, NO5S overall at a distorted geometry. The level of theory is wB97M-V/def2-TZVPD.

Structure (ORCA input):
```
! wB97M-V def2-TZVPD RIJCOSX def2/J DEFGRID3
* xyz -1 1
N -1.58996 1.25717 -0.00809
O -2.75055 1.64704 -0.23254
O 1.25858 -2.19238 -0.27635
O -0.87526 0.58030 -0.81836
O 2.31726 0.07696 -0.29427
O 1.42183 -0.77521 1.71932
S 1.42092 -0.86523 0.29198
*
```

Molar mass, g mol⁻¹: 126.069
Total energy, Eh: -829.0725
HOMO (alpha / beta), eV: -3.616 / -3.612
Lowest unoccupied orbital energy (alpha / beta), eV: 1.67 / 1.67
Kohn-Sham gap (alpha / beta), eV: 5.2877 / 5.2812

Q: Look up the total energy of the first one.
A: -1811.5295 Eh